Entry 1:
{
  "formula": "C11H8Cl4NO2S2",
  "method": "the ωB97M-V functional and the def2-TZVPD basis",
  "elements": ["Cl", "C", "C", "Cl", "C", "O", "C", "O", "C", "Cl", "C", "Cl", "C", "C", "C", "N", "C", "S", "S", "C", "H", "H", "H", "H", "H", "H", "H", "H"],
  "xyz": [[6.21234, -2.05921, 1.53756], [4.62796, -1.45734, 1.76400], [4.20487, -0.34951, 1.04953], [5.22997, 0.44866, -0.04585], [2.86591, 0.21205, 1.19507], [2.47387, 1.19740, 0.57608], [1.92605, -0.48140, 2.21699], [0.80671, -0.03275, 2.42383], [2.47203, -1.64012, 2.92333], [1.43515, -2.36454, 4.05737], [3.75660, -2.10740, 2.70598], [4.32376, -3.46733, 3.57465], [-2.62890, 1.56851, -2.85981], [-2.70867, 0.02572, -2.89650], [-2.59833, -0.47013, -1.43810], [-2.64042, 0.74817, -0.65811], [-2.39937, 0.70275, 0.69908], [-2.29971, -0.81506, 1.40994], [-2.24787, 2.18735, 1.46387], [-2.37410, 1.96738, -1.39111], [-1.83680, 1.96269, -3.50605], [-3.57959, 2.01268, -3.17762], [-3.66356, -0.30672, -3.31998], [-1.90219, -0.40717, -3.49829], [-3.43550, -1.14300, -1.18705], [-1.64976, -1.01897, -1.27806], [-1.32580, 2.30122, -1.25795], [-3.04463, 2.78607, -1.08282]],
  "forces_ev_per_angstrom": [[0.04, -0.06, 0.03], [-0.34, 1.81, -1.35], [0.95, -1.41, 0.75], [0.24, 0.14, -0.25], [-1.49, 1.41, -0.48], [0.78, -1.64, 0.93], [-1.41, 1.32, -0.32], [1.77, -0.72, -0.26], [1.52, -1.03, 0.17], [-0.09, -0.09, 0.06], [-2.17, 0.38, 0.66], [0.11, -0.08, 0.02], [-0.16, 0.13, 0.07], [-0.03, -0.12, -0.06], [0.08, 0.13, -0.84], [0.23, -0.18, 0.94], [-0.38, 0.36, -0.75], [0.15, -0.65, 0.60], [0.15, 0.44, 0.76], [0.04, -0.05, -0.93], [-0.19, -0.08, 0.02], [0.18, -0.12, -0.13], [0.22, 0.08, -0.09], [-0.18, 0.07, -0.01], [0.46, 0.25, 0.11], [-0.44, 0.15, 0.08], [-0.45, -0.07, 0.18], [0.41, -0.38, 0.05]],
  "lowdin_charge": [0.699, -0.693, -0.630, 0.739, -0.320, 0.111, -0.318, 0.100, -0.613, 0.767, -0.702, 0.692, -0.174, -0.173, -0.250, -0.244, -1.372, 0.452, 0.438, -0.251, 0.094, 0.094, 0.093, 0.093, 0.094, 0.090, 0.105, 0.083],
  "energy_ev": -88881.90640,
  "largest_force_ev_per_a": 2.305,
  "e_lumo_ev": -0.06,
  "relative_energy_kcal_mol": 29.04,
  "multiplicity": 1,
  "total_charge": -1
}



Entry 2:
{
  "formula": "C11H8ClF3",
  "method": "the ωB97M-V functional and the def2-TZVPD basis",
  "elements": ["C", "C", "C", "C", "C", "C", "C", "C", "F", "F", "C", "F", "C", "Cl", "C", "H", "H", "H", "H", "H", "H", "H", "H"],
  "xyz": [[3.76232, -0.42048, -0.00106], [2.29750, -0.17792, 0.09605], [1.37920, -1.05535, -0.51112], [0.04237, -0.70005, -0.46716], [-0.39909, 0.46380, 0.17299], [-1.81341, 0.82893, 0.12940], [-2.90822, -0.14912, 0.03407], [-3.49145, -1.21266, 0.63101], [-4.21080, -2.20753, 0.16842], [-3.11143, -1.40821, 1.98945], [-2.66335, 0.58130, -1.24609], [-3.51777, 1.58018, -1.58967], [0.52717, 1.32822, 0.70067], [0.11118, 2.84459, 1.50409], [1.86332, 1.04371, 0.59808], [3.93768, -0.71015, -1.01773], [4.44773, 0.39155, 0.36191], [4.21149, -1.26741, 0.71828], [1.73467, -1.95673, -0.92912], [-0.58561, -1.41876, -0.98267], [-2.04531, 1.80091, 0.63718], [-2.09710, 0.10593, -2.13597], [2.52892, 1.71524, 1.13903]],
  "forces_ev_per_angstrom": [[2.10, -1.50, 2.55], [0.17, 0.62, -0.33], [0.08, 2.04, 1.47], [0.83, -0.79, -0.21], [-0.70, -0.56, -0.72], [-2.02, 1.18, -0.70], [-1.28, -1.91, -0.68], [2.87, 1.56, 1.74], [0.10, 0.89, 0.40], [-1.23, -0.19, -2.75], [1.83, -0.80, 1.19], [-0.01, -0.24, -0.13], [0.06, 0.55, 0.15], [-0.09, -0.55, -0.31], [0.55, -0.50, 1.17], [0.78, -0.10, -0.47], [-1.05, -0.16, -0.88], [-1.49, 1.22, -1.64], [0.13, -0.87, -0.55], [-0.68, 0.39, 0.31], [0.01, -0.99, -0.67], [-1.17, 0.86, 1.59], [0.21, -0.16, -0.51]],
  "lowdin_charge": [-0.073, -0.277, -0.021, -0.017, -0.222, -0.120, -0.070, -0.207, 0.158, 0.042, -0.162, 0.022, -0.567, 0.689, -0.081, 0.063, 0.086, 0.125, 0.104, 0.119, 0.126, 0.175, 0.111],
  "energy_ev": -32208.67559,
  "largest_force_ev_per_a": 3.705,
  "e_lumo_ev": 0.74,
  "relative_energy_kcal_mol": 0.00,
  "multiplicity": 1,
  "total_charge": 0
}



Entry 3:
{
  "formula": "C11H8FNO2Sn",
  "method": "the ωB97M-V functional and the def2-TZVPD basis",
  "elements": ["C", "C", "C", "C", "C", "F", "C", "C", "C", "C", "C", "O", "N", "C", "O", "H", "H", "H", "H", "H", "H", "H", "H", "Sn"],
  "xyz": [[3.08101, -0.79705, 0.23833], [2.37769, -2.05675, -0.17083], [1.12728, -1.99957, -1.27553], [-0.11537, -1.22714, -0.48336], [-1.31597, -2.10461, 0.27712], [-1.29972, -3.60692, 0.23515], [-2.55554, -1.36570, 1.12140], [-2.59110, 0.29407, 1.18418], [-1.39416, 1.09189, 0.39764], [-0.16278, 0.41114, -0.44385], [0.80219, 1.56784, -1.09174], [1.97848, 1.51646, -1.72269], [0.01771, 2.85809, -0.87896], [-1.04311, 2.68444, 0.22826], [-1.52407, 3.72138, 0.92743], [3.79411, -0.18567, -0.49825], [2.90223, -0.36067, 1.32290], [2.69237, -3.07421, 0.31502], [0.81198, -3.07590, -1.65348], [1.41318, -1.26766, -2.17419], [-3.37920, -2.02242, 1.68313], [-3.38722, 0.92724, 1.76279], [-0.44275, 2.95897, -1.82576], [-1.78722, 5.11278, 2.52528]],
  "forces_ev_per_angstrom": [[-1.06, -1.51, -0.79], [0.61, 2.25, 0.24], [0.94, 0.60, 0.11], [-1.36, 1.05, 0.90], [-0.57, 1.92, 0.41], [0.08, 5.87, 0.10], [2.52, 2.33, -1.48], [3.39, -2.45, -1.90], [1.40, 0.09, -0.73], [-2.62, -2.95, 2.00], [3.89, -1.37, -1.92], [-8.51, 0.38, 4.39], [-1.20, -1.13, 1.02], [-0.07, -3.30, -0.64], [1.16, -1.60, -0.84], [-2.79, -0.77, 1.25], [1.71, -1.79, -1.82], [-1.74, 2.11, -0.09], [0.52, 2.45, 0.88], [-0.62, -1.68, 1.88], [2.07, 1.62, -1.50], [1.58, -1.69, -1.28], [0.36, 0.67, 1.28], [0.31, -1.13, -1.48]],
  "lowdin_charge": [-0.012, -0.101, -0.128, 0.014, 0.043, -0.028, 0.076, 0.045, -0.026, 0.049, -0.212, 0.057, 0.088, -0.172, -0.418, 0.098, 0.085, 0.122, 0.135, 0.136, 0.139, 0.109, 0.173, 1.726],
  "energy_ev": -25636.54881,
  "largest_force_ev_per_a": 9.580,
  "e_lumo_ev": -10.84,
  "multiplicity": 1,
  "total_charge": 2
}



Entry 4:
{
  "formula": "C11H8FO2",
  "method": "the ωB97M-V functional and the def2-TZVPD basis",
  "elements": ["C", "C", "C", "C", "C", "C", "C", "C", "C", "C", "C", "O", "O", "F", "H", "H", "H", "H", "H", "H", "H", "H"],
  "xyz": [[3.00638, -0.62424, 0.17621], [2.45906, -1.81406, -0.12646], [2.22670, 0.60074, 0.09035], [1.10835, -1.87123, -0.25661], [0.89274, 0.53709, -0.13546], [0.24904, -0.74503, -0.26439], [-3.47777, 0.37060, 0.19438], [0.15310, 1.78783, -0.12153], [-1.84207, 0.26509, 0.61602], [-1.31690, 1.46190, -0.30984], [-1.15078, -0.79932, -0.13734], [-4.25093, 0.79782, 1.05002], [-3.63041, 0.04228, -0.97524], [-1.82261, -1.94788, -0.58997], [3.93882, -0.42210, 0.60952], [3.04395, -2.71127, -0.05791], [2.76699, 1.46881, 0.26822], [0.61434, -2.80040, -0.55449], [0.28095, 2.17647, 0.93211], [0.44050, 2.42352, -0.87983], [-1.72172, 0.43316, 1.66613], [-1.96776, 1.37020, -1.19391]],
  "forces_ev_per_angstrom": [[-0.90, 3.88, -0.01], [0.30, -0.81, 0.80], [0.99, -4.20, 0.17], [-2.56, -0.74, -1.91], [0.58, -1.35, 0.05], [1.59, 0.28, 0.51], [1.26, -0.41, 0.88], [-3.50, -0.51, 1.56], [-1.81, 1.70, -2.55], [-0.52, -2.64, 1.50], [-1.10, -0.22, 0.08], [0.05, 0.05, 0.46], [-0.58, -0.06, -1.08], [1.22, 1.60, 0.81], [1.70, -0.49, 0.01], [0.14, -0.39, -0.16], [0.52, 1.78, 0.29], [0.23, 0.01, 0.50], [-0.10, 0.25, -1.14], [1.08, 1.75, -1.32], [0.46, -0.34, 0.67], [0.95, 0.83, -0.12]],
  "lowdin_charge": [-0.102, -0.140, -0.032, -0.040, -0.209, -0.107, -0.718, -0.161, -0.143, 0.040, -0.139, -0.047, -0.046, 0.031, 0.069, 0.095, 0.084, 0.111, 0.149, 0.087, 0.116, 0.101],
  "energy_ev": -18346.94942,
  "largest_force_ev_per_a": 4.322,
  "e_lumo_ev": [3.23, 3.12],
  "relative_energy_kcal_mol": 20.23,
  "multiplicity": 1,
  "total_charge": -1
}



Entry 5:
{
  "formula": "C11H8N2S",
  "method": "the ωB97M-V functional and the def2-TZVPD basis",
  "elements": ["N", "C", "C", "C", "C", "N", "C", "S", "C", "C", "C", "C", "C", "C", "H", "H", "H", "H", "H", "H", "H", "H"],
  "xyz": [[3.53281, 3.60212, -0.64679], [3.35716, 2.49738, -0.55759], [3.13950, 1.07371, -0.21795], [2.22932, 0.93824, 0.71813], [1.51295, -0.37928, 1.07933], [2.21392, -1.47203, 0.66728], [2.60532, -2.58110, 0.44595], [3.17529, -3.90232, -0.19887], [0.15499, -0.33316, 0.35787], [-0.85576, 0.38018, 0.87484], [-2.04712, 0.50601, 0.20823], [-2.24107, -0.00083, -1.01068], [-1.19061, -0.72873, -1.58588], [0.01596, -0.88266, -0.91139], [3.34598, 0.19599, -0.84513], [1.65578, 1.66426, 1.26856], [1.55808, -0.45584, 2.21638], [-0.80162, 0.89654, 1.75972], [-2.83928, 0.96261, 0.80393], [-3.25285, 0.03511, -1.44336], [-1.13511, -0.79575, -2.64796], [0.68399, -1.68432, -1.37610]],
  "forces_ev_per_angstrom": [[0.46, 3.59, -0.54], [0.23, -5.03, 0.54], [-0.78, 1.52, -0.90], [-1.95, -1.80, 1.17], [0.27, 1.05, 1.16], [2.15, -3.94, -0.87], [-0.73, 2.45, -0.60], [0.10, -0.48, 0.36], [1.99, -0.73, 0.20], [-0.84, 0.19, -0.83], [-1.14, 0.83, 2.31], [-0.89, -1.35, -1.67], [0.57, 1.80, 0.03], [-0.17, -2.16, -0.83], [0.64, 0.75, 0.20], [0.70, 1.10, -0.16], [-1.03, 0.47, -1.17], [0.51, 0.86, 2.26], [-0.05, 0.13, -0.57], [0.77, 0.18, -0.20], [-0.51, -1.18, -0.68], [-0.30, 1.76, 0.80]],
  "lowdin_charge": [0.144, -0.229, -0.052, -0.040, -0.284, 0.049, -0.751, 0.665, -0.183, -0.056, -0.099, -0.086, -0.064, -0.019, 0.123, 0.123, 0.184, 0.097, 0.119, 0.119, 0.099, 0.141],
  "energy_ev": -25349.37583,
  "largest_force_ev_per_a": 5.069,
  "e_lumo_ev": 0.27,
  "relative_energy_kcal_mol": 0.00,
  "multiplicity": 1,
  "total_charge": 0
}



Entry 6:
{
  "formula": "C11H8N6ReS9Sb",
  "method": "the ωB97M-V functional and the def2-TZVPD basis",
  "elements": ["Re", "S", "C", "S", "C", "C", "S", "S", "S", "N", "C", "N", "C", "N", "N", "C", "N", "C", "C", "C", "C", "C", "N", "H", "H", "H", "H", "H", "H", "H", "H", "S", "Sb", "S", "S", "S"],
  "xyz": [[-1.20818, 0.13912, -0.10555], [-0.86145, 7.37888, -0.06987], [-1.01405, 5.76865, -0.01932], [-2.06596, 4.87663, -1.10110], [-1.64978, 3.29980, -0.52355], [-0.76375, 3.24606, 0.54209], [-0.36184, 1.77196, 1.29825], [-0.14771, 4.75889, 1.12240], [-2.31712, 1.90411, -1.23119], [-0.18544, 0.83540, -3.41531], [0.75218, 0.26719, -2.67061], [1.97045, 0.21973, -3.16962], [2.88614, -0.48084, -2.50962], [4.13675, -0.46724, -2.92319], [2.59359, -1.23994, -1.41267], [1.41599, -1.06635, -0.91569], [0.43479, -0.25750, -1.42769], [1.08975, -1.72594, 0.35894], [1.91622, -2.66572, 0.94480], [1.59819, -3.13493, 2.20999], [0.47419, -2.63007, 2.84528], [-0.32329, -1.71765, 2.18003], [-0.04025, -1.28771, 0.94132], [0.08489, 1.18343, -4.32117], [-1.14726, 0.86918, -3.13651], [4.39144, 0.08554, -3.72558], [4.82658, -1.02995, -2.45432], [2.79735, -2.99462, 0.41379], [2.22650, -3.87223, 2.69062], [0.20926, -2.92758, 3.84981], [-1.21109, -1.31693, 2.64978], [-4.11515, -3.34803, 2.57386], [-5.51722, -1.51376, 3.32740], [-4.18226, 0.29230, 2.08261], [-3.14744, -0.75634, 0.72811], [-3.54502, -2.46353, 4.37349]],
  "forces_ev_per_angstrom": [[-1.62, 0.76, 0.83], [-0.06, -0.56, 0.04], [0.08, 0.81, 0.00], [0.06, -0.15, 0.00], [-0.16, 0.01, -0.11], [0.15, -0.18, 0.19], [-1.23, -0.91, -1.21], [0.01, -0.04, 0.01], [0.67, -0.21, 0.59], [0.05, -0.05, 0.10], [0.04, 0.02, -0.05], [0.14, 0.08, -0.20], [-0.25, 0.05, -0.09], [-0.06, -0.04, 0.02], [0.05, -0.11, 0.26], [0.25, 0.04, -0.17], [-0.60, 0.01, 0.12], [0.05, -0.21, 0.20], [0.00, 0.11, -0.08], [-0.06, -0.03, -0.02], [0.05, 0.02, -0.09], [-0.05, -0.05, 0.20], [0.58, -0.27, 0.19], [0.02, 0.02, -0.02], [-0.06, 0.02, -0.02], [0.02, -0.02, -0.03], [0.04, 0.01, 0.01], [0.01, 0.03, 0.00], [0.00, 0.02, 0.03], [-0.03, -0.04, -0.02], [-0.02, -0.01, -0.02], [-0.51, 0.19, -0.23], [0.95, -0.50, -0.21], [-0.22, 0.24, 0.06], [1.97, 0.52, -0.56], [-0.25, 0.41, 0.27]],
  "lowdin_charge": [0.691, 0.716, -1.449, 0.968, -1.075, -1.071, 0.740, 0.957, 0.649, 0.198, -0.409, 0.197, -0.392, 0.235, 0.215, -0.272, -0.005, -0.189, 0.042, 0.014, 0.005, -0.123, -0.119, 0.140, 0.034, 0.139, 0.136, 0.131, 0.134, 0.129, 0.068, -0.094, 0.730, -0.039, 0.060, -0.091],
  "energy_ev": -126650.62776,
  "largest_force_ev_per_a": 2.116,
  "e_lumo_ev": [-8.34, -8.33],
  "multiplicity": 1,
  "total_charge": 2
}



Entry 7:
{
  "formula": "C11H8O",
  "method": "the ωB97M-V functional and the def2-TZVPD basis",
  "elements": ["C", "C", "C", "C", "C", "O", "C", "C", "C", "C", "C", "C", "H", "H", "H", "H", "H", "H", "H", "H"],
  "xyz": [[2.67762, -2.01096, 2.51906], [1.54465, -1.32122, 2.02111], [0.60894, -0.71977, 1.59065], [-0.88845, 0.05943, 1.09120], [-1.69650, -0.88457, 0.23343], [-2.48339, -1.70851, 0.51908], [-1.40207, -0.04995, -0.92207], [-1.65068, 0.13985, -2.27924], [-0.84832, 1.18411, -2.80786], [-0.09975, 2.07031, -2.01722], [-0.13882, 2.05661, -0.61614], [-0.70035, 0.88889, -0.11436], [2.36594, -3.00385, 2.76458], [2.89954, -1.38183, 3.37908], [3.42465, -2.29683, 1.85696], [-1.28728, 0.59224, 1.96661], [-2.32614, -0.54531, -2.69046], [-0.73957, 1.51883, -3.83540], [0.47929, 2.72907, -2.73975], [0.26069, 2.68345, 0.08074]],
  "forces_ev_per_angstrom": [[-1.10, -0.09, 1.60], [-0.53, 0.22, -1.46], [-4.55, 2.44, -1.17], [4.93, -0.79, 3.36], [-0.73, 1.22, 0.42], [-1.02, -1.96, 0.23], [0.80, 1.82, -1.16], [2.02, 1.10, 1.39], [-0.63, -0.11, 0.10], [0.22, 0.55, -1.02], [-0.81, -2.75, -1.34], [-0.50, -0.72, -2.21], [-0.51, -0.63, 1.16], [1.18, -0.72, 0.28], [1.79, 0.76, -1.42], [-0.10, -0.77, -0.08], [-0.66, -0.56, -1.53], [-0.69, -0.95, -0.26], [-0.56, -0.16, 1.94], [1.45, 2.13, 1.15]],
  "lowdin_charge": [-0.107, -0.165, 0.114, -0.072, -0.370, 0.159, -0.101, 0.038, -0.073, -0.068, 0.015, -0.145, 0.078, 0.094, 0.059, 0.141, 0.099, 0.096, 0.126, 0.082],
  "energy_ev": -13579.10222,
  "largest_force_ev_per_a": 6.016,
  "e_lumo_ev": -0.11,
  "relative_energy_kcal_mol": 111.89,
  "multiplicity": 1,
  "total_charge": 0
}